# 1
A molecular structure, CH2AsBaBr3Cu2F6O in a non-equilibrium geometry. Source: OMol25; level of theory: ωB97M-V/def2-TZVPD.

CARTESIAN COORDINATES (ANGSTROEM)
F -1.61 -0.72 -1.82
H 1.46 0.50 1.36
F -1.58 2.17 0.10
Br 2.56 -1.25 -0.18
Ba -1.65 0.94 3.10
F -1.46 1.75 -2.41
O 0.90 0.93 2.05
C 1.34 -2.30 -1.20
Br 1.86 -2.15 -3.10
Cu 1.12 3.03 2.13
F -1.68 -0.15 0.56
F -3.32 0.81 -0.98
Br 1.00 -4.07 -0.47
H 0.39 -1.79 -1.17
Cu 2.11 0.75 3.89
F 0.14 0.74 -0.87
As -1.58 0.80 -0.99

LUMO energy, eV: -10.50
Electronic energy, eV: -380345.6521
Total charge: +2
E_HOMO, eV: -14.48
HOMO-LUMO gap, eV: 4.0

Löwdin population analysis, charges in e, atoms 1 to 6:
1. F -0.209
2. H -0.090
3. F -0.331
4. Br 0.636
5. Ba 1.958
6. F -0.184

=====

# 2
12 unconnected molecules or ions with the total composition C22H45Cl6N8O22 in a non-equilibrium geometry. Source: OMol25; level of theory: ωB97M-V/def2-TZVPD.

CARTESIAN COORDINATES (ANGSTROEM)
N -8.32 26.56 3.72
H -5.10 26.21 4.85
H -7.59 21.81 5.57
O -11.59 22.04 0.21
C -4.61 20.70 4.15
C -4.84 25.48 5.60
O -10.86 24.15 0.76
C -7.61 15.28 1.23
C -1.54 24.84 1.52
C -10.52 16.79 5.64
H -11.02 22.95 3.51
O -5.10 18.84 -0.43
H -6.56 25.62 6.89
N -8.17 20.94 9.75
H -10.06 15.87 5.28
H -7.52 19.58 -0.50
H -7.47 22.67 3.63
N -10.31 16.70 7.14
H -9.72 19.42 9.81
H -6.85 20.12 -2.12
O -3.08 23.78 0.21
C -6.42 22.43 3.46
C -10.74 22.74 4.54
N -2.57 23.84 1.33
O -11.17 17.47 2.52
N -6.17 21.05 4.12
H -5.54 23.98 8.53
H -9.99 25.51 2.90
H -6.03 19.43 6.60
H -9.83 23.20 4.93
O -9.75 20.71 5.21
N -10.55 21.24 4.45
H -7.89 20.35 3.30
N -7.76 15.85 2.58
H -4.51 19.79 4.74
C -8.86 19.71 9.19
O -10.25 17.12 0.41
H -7.19 21.34 -0.93
C -5.10 24.14 7.56
H -8.11 18.92 9.27
C -7.01 18.88 4.80
O -9.50 18.79 1.82
O -8.48 15.26 3.34
O -9.58 15.81 7.47
O -9.81 22.90 -0.97
C -5.97 22.31 1.96
O -2.73 23.04 2.25
O -7.14 21.39 9.14
H -5.24 24.47 1.54
H -6.67 21.67 1.41
H -6.79 24.14 1.16
H -7.98 18.37 4.77
C -5.82 23.63 1.16
O -8.20 27.59 4.31
H -9.85 17.58 5.31
C -6.90 20.29 -1.04
H -11.58 16.99 5.46
C -3.87 23.59 7.40
H -3.41 22.96 8.15
O -4.70 20.95 -0.51
H -0.61 24.30 1.37
O -11.01 20.67 3.52
H -6.97 15.89 0.60
Cl -5.47 29.12 -1.13
H -2.06 23.66 6.17
H -6.04 21.85 6.13
O -9.41 22.30 1.34
O -7.13 16.88 2.78
Cl -4.13 27.20 0.46
H -4.26 20.49 3.14
H -8.77 26.17 1.78
H -9.92 27.30 2.55
H -6.51 19.45 2.70
C -6.99 19.83 3.60
C -6.70 21.18 5.58
C -6.89 19.76 6.03
C -3.60 24.87 5.35
C -3.08 23.98 6.29
H -4.14 21.52 4.70
Cl -10.38 22.84 0.37
H -1.66 25.70 0.87
Cl -10.66 18.09 1.39
H -5.78 23.05 4.08
C -5.64 25.11 6.66
H -8.65 15.26 0.89
H -4.95 21.91 1.96
H -3.03 25.07 4.45
H -6.30 18.06 4.90
C -5.71 27.91 0.17
H -7.79 19.49 6.58
H -5.47 23.48 0.14
H -7.07 14.33 1.27
Cl -6.35 28.74 1.71
C -9.37 26.37 2.67
H -11.47 22.81 5.34
O -8.56 21.35 10.81
N -5.45 19.95 -0.59
H -1.54 25.09 2.58
Cl -6.79 26.55 -0.28
O -10.89 17.50 7.87
H -9.14 19.86 8.15
O -7.70 25.57 4.05
O -11.58 19.03 0.85

LUMO energy (alpha / beta), eV: -0.44 / -5.39
Electronic energy, eV: -155603.8717
E_HOMO (alpha / beta), eV: -9.26 / -9.09
2S+1: 2
HOMO-LUMO gap (alpha / beta), eV: 8.8 / 3.7

Löwdin population analysis, charges in e, atoms 1 to 6:
1. N -0.456
2. H 0.096
3. H 0.110
4. O -0.345
5. C 0.084
6. C -0.107

=====

# 3
A molecular structure, C35H55As2B2CrF4N6O11P in a non-equilibrium geometry. Source: OMol25; level of theory: ωB97M-V/def2-TZVPD.

CARTESIAN COORDINATES (ANGSTROEM)
H 3.22 -4.99 1.69
C 1.80 -5.01 0.04
H -3.32 0.58 -1.78
O -0.41 3.86 2.97
N -0.18 -3.62 0.66
H -0.02 -3.16 5.31
H -3.10 -0.61 -3.99
C 2.07 2.61 -1.68
H 0.71 -4.78 -1.80
O 3.07 6.32 1.61
C -3.58 1.51 -1.28
H 5.03 2.94 -4.83
H 1.65 -3.36 -1.35
H -0.02 -2.40 -5.21
Cr -0.24 -1.07 0.26
H 3.03 2.41 1.55
C -2.39 -1.23 -4.55
B 3.22 -1.05 -0.62
H -4.22 2.91 1.08
H -1.73 1.72 -0.23
H 2.76 -2.39 2.05
O -0.09 5.94 2.15
C 2.55 2.06 -2.99
C 4.19 2.29 -4.64
C -3.01 0.42 0.84
N -1.29 -3.79 1.43
H -3.55 -4.05 -3.49
O -0.37 1.79 -2.90
H -4.65 -1.87 2.47
O 2.16 1.04 -3.50
C -3.14 -3.61 -2.60
H -4.97 0.77 1.83
H 0.43 -6.42 2.26
H 4.51 1.26 -4.47
C -2.14 -2.62 -2.50
H -4.19 -4.58 -0.87
H 2.65 0.68 1.34
H 3.49 2.31 -5.48
H -1.78 1.50 3.08
H 1.77 -6.11 -0.03
H 0.13 -1.40 5.48
C -1.15 4.39 4.08
H 1.75 -3.33 3.18
C 4.58 3.50 -0.18
H 0.86 6.22 -1.58
C 0.61 6.92 -0.78
H -1.97 -5.22 2.82
H -1.86 -0.60 -5.27
C -1.13 1.02 -3.84
C 0.88 4.05 1.04
C -0.54 -2.92 -4.40
N -1.90 -2.33 -1.23
H 3.19 -2.46 3.78
H -0.72 3.96 4.99
C 0.11 1.16 -1.84
H -0.75 -1.19 -3.15
N -2.21 -0.65 0.78
H -3.38 2.34 -1.95
H -1.47 -2.18 5.62
C -1.41 -1.93 -3.61
H -3.04 3.80 0.12
As 0.59 2.11 0.87
H 3.30 -3.56 0.65
C -1.17 -4.91 2.16
C -0.50 -2.21 5.11
H -4.65 1.48 -1.07
H -2.56 3.07 1.66
C 1.65 -4.45 -1.36
H 4.69 4.01 0.77
B -2.62 -3.14 1.03
H 5.44 3.72 -0.81
N -2.83 -1.65 1.46
F 1.77 -1.22 -0.17
C 2.21 6.14 0.79
H 2.08 1.54 2.78
H 4.50 2.42 -0.04
As 3.00 4.22 -1.10
H 0.37 7.89 -1.22
C 0.03 -5.49 1.87
O 1.72 7.16 0.08
O -0.13 0.33 3.45
O -0.74 -2.11 3.71
H -0.43 0.52 -4.51
C -4.00 -1.21 1.94
C -3.48 -3.89 -1.29
H -0.24 6.56 -0.20
H 3.95 -5.09 0.09
H -1.35 1.24 4.80
C 0.08 4.74 2.09
H -1.16 -3.70 -4.84
C 0.61 -4.66 0.89
H -3.51 -3.78 1.51
C -2.79 1.66 0.02
C -4.15 0.12 1.60
C 3.14 -4.64 0.66
P 0.13 -1.12 2.79
H -2.19 4.09 3.98
O 1.61 -1.25 3.36
H -1.07 5.48 4.11
C 1.04 2.01 -1.06
H 0.20 -3.38 -3.76
C 2.29 1.63 1.71
N -2.73 -3.11 -0.50
H -1.74 1.73 -4.38
O 3.56 2.80 -3.46
H -2.97 -1.96 -5.11
H -1.75 0.29 -3.33
C 1.83 4.73 0.41
O -0.34 0.07 -1.49
C 2.37 -2.44 3.06
H -2.14 -0.06 3.86
F 3.97 -1.37 0.48
C -3.18 2.93 0.77
F 3.39 -1.89 -1.67
H 2.47 -4.77 -2.00
F 3.39 0.27 -0.95
C -1.43 0.77 3.81

LUMO energy (alpha / beta), eV: -0.76 / -0.81
Electronic energy, eV: -240270.2750
E_HOMO (alpha / beta), eV: -8.38 / -8.54
2S+1: 5
HOMO-LUMO gap (alpha / beta), eV: 7.6 / 7.7

Löwdin population analysis, charges in e, atoms 1 to 6:
1. H 0.080
2. C -0.348
3. H 0.071
4. O -0.102
5. N 0.092
6. H 0.092

=====

# 4
A molecular structure, C4H5N2 in a non-equilibrium geometry. Source: OMol25; level of theory: ωB97M-V/def2-TZVPD.

CARTESIAN COORDINATES (ANGSTROEM)
H 0.64 0.35 1.45
H 2.48 0.87 0.10
N -0.11 -1.06 0.08
H -2.96 0.72 -0.06
N 1.81 0.18 -0.22
C 0.68 -0.01 0.42
H 1.99 -0.27 -1.11
C -1.36 -0.85 -0.10
C -0.80 1.20 -0.04
H -1.99 -1.68 -0.40
C -1.91 0.51 -0.01

LUMO energy (alpha / beta), eV: -5.11 / -8.52
Electronic energy, eV: -7195.4556
Total charge: +1
E_HOMO (alpha / beta), eV: -14.19 / -15.54
2S+1: 3
HOMO-LUMO gap (alpha / beta), eV: 9.1 / 7.0

Löwdin population analysis, charges in e, atoms 1 to 6:
1. H 0.180
2. H 0.149
3. N 0.118
4. H 0.125
5. N 0.228
6. C -0.297

=====

# 5
A molecular structure, C34H42BrN2O16PS in a non-equilibrium geometry. Source: OMol25; level of theory: ωB97M-V/def2-TZVPD.

CARTESIAN COORDINATES (ANGSTROEM)
C -3.30 2.39 -7.16
H 6.42 5.98 -3.31
C 2.03 -0.13 3.83
N 2.59 2.13 2.85
C 1.86 0.44 1.23
C 0.53 0.85 -3.67
C -1.35 -7.74 3.92
O 0.16 -7.02 10.00
N 2.03 1.47 0.31
H 2.07 1.64 -5.09
H 3.36 -5.35 8.82
C -4.13 3.09 -8.23
H -4.40 3.40 -5.57
H -0.34 1.32 -4.21
O 5.51 2.25 -3.74
H 0.25 -6.44 7.46
O -2.36 -8.43 4.52
C 3.20 -5.54 9.88
C 2.99 0.38 -3.42
H 2.23 0.14 4.89
H 4.99 6.41 -2.39
H 2.51 -4.52 11.64
H -0.66 -7.78 8.14
C -6.03 5.36 -6.51
C 6.07 3.15 -2.79
O 4.41 2.59 -5.69
C 1.10 -6.30 10.09
H 4.02 0.50 -3.81
H -3.74 2.83 -9.22
H -2.95 -8.49 6.52
C -1.69 2.90 -5.68
O -2.03 3.04 -6.98
C 1.26 -1.85 2.08
O -5.95 4.19 -6.77
Br 2.47 -4.76 1.00
H -4.06 4.17 -8.14
C 5.76 5.64 -2.51
H -6.59 7.89 -3.35
C -6.04 7.26 -5.33
O -2.72 2.40 -4.95
H -1.51 -1.15 -1.74
C 0.97 -1.51 -0.48
H 6.33 5.58 -1.58
C -2.04 -8.50 5.91
C 1.38 -0.94 0.92
O -6.25 5.85 -5.26
H -7.01 9.06 -4.61
H 1.48 -2.51 -0.61
C -6.96 7.99 -4.37
P 0.64 -3.59 1.73
O -1.19 -7.66 2.75
C -0.19 -7.41 7.24
O 0.07 -4.24 3.19
O -0.55 -7.14 4.85
C -1.26 -0.10 -2.06
H -0.13 -1.76 -0.42
H 3.64 -2.86 9.98
O -5.90 6.36 -7.42
C 4.83 3.00 -4.65
C -6.33 7.56 -6.78
H -4.56 1.64 -5.56
H -0.31 -5.12 2.98
H -3.11 1.35 -7.45
H -5.76 8.41 -7.14
C -3.88 2.47 -5.77
H -5.00 7.47 -5.08
H 1.41 -2.22 4.32
O -0.62 3.18 -5.23
C 1.37 -0.64 -1.71
H 2.14 -2.98 9.03
C 2.58 -3.10 10.03
H 4.24 4.14 -2.22
H -1.51 0.66 -1.27
S 2.55 2.73 1.29
C 0.26 0.03 -2.45
H 2.09 -2.37 10.67
O 4.69 4.28 -4.22
H -1.50 -9.44 6.10
C 2.36 -4.50 10.56
C 2.18 0.81 2.68
H 4.16 -5.68 10.37
H 6.10 2.69 -1.80
C 2.73 -0.44 -2.21
H 0.63 -8.07 6.95
H -7.96 7.57 -4.39
H 3.61 -0.93 -1.69
H -1.92 0.11 -2.95
O 1.03 -4.95 10.28
C 5.12 4.31 -2.85
H -1.82 -6.39 6.27
H 7.09 3.40 -3.11
H -7.39 7.71 -6.99
C -1.20 -7.27 6.12
H -5.17 2.79 -8.18
C 1.56 -1.48 3.51
O 2.40 -6.72 10.01
C 1.89 1.03 -4.17

LUMO energy, eV: -0.95
Electronic energy, eV: -161844.9576
E_HOMO, eV: -7.87
HOMO-LUMO gap, eV: 6.9

Löwdin population analysis, charges in e, atoms 1 to 6:
1. C -0.310
2. H 0.092
3. C -0.016
4. N -0.245
5. C -0.267
6. C -0.024

=====

# 6
A molecular structure, C31H37BaBrN3O2. Source: OMol25; level of theory: ωB97M-V/def2-TZVPD.

CARTESIAN COORDINATES (ANGSTROEM)
C -0.81 3.35 -2.97
C -0.65 -1.81 -3.45
H -0.07 1.58 4.46
H 1.67 4.95 -1.16
H -3.62 2.22 3.30
C -0.98 -1.57 -1.97
C -2.46 -4.87 -0.83
C 1.60 2.26 0.47
H 0.71 2.71 -1.63
H -1.54 1.20 2.48
H -2.46 -0.47 -0.78
N 2.01 -0.08 -0.11
H -2.62 1.53 4.58
C -1.48 -5.32 0.05
H -2.02 0.30 -2.30
C -2.21 -0.66 -1.83
H 4.53 -1.68 -1.60
H 2.70 -5.98 1.27
C 0.69 -5.17 1.27
H -3.21 5.87 0.58
C -0.73 3.81 -0.50
H -0.19 3.33 4.21
H 0.25 -6.10 1.63
H 1.56 -3.42 2.24
C -1.14 -2.89 -1.24
N 0.93 -2.50 -0.05
C -1.65 4.84 -0.49
H 1.50 -4.85 3.25
H -0.21 3.12 -3.85
C -2.67 2.32 3.83
H 1.82 -6.25 -0.24
C -2.50 5.05 0.59
H -0.48 -0.86 -3.96
C -0.33 -4.59 0.31
H 2.47 -4.65 0.11
C 4.58 0.38 -0.91
H 4.23 2.40 -0.21
H 5.61 0.55 -1.22
C 3.84 1.40 -0.35
H -3.09 -1.10 -2.30
N 0.31 1.89 0.63
H -3.03 -3.30 -2.16
O 2.24 -3.05 -1.89
H -3.34 -5.46 -1.01
Ba 0.16 -0.66 1.70
C 0.95 -4.29 2.49
H -1.62 -6.27 0.56
H -1.49 2.52 -2.79
O 2.09 3.39 0.58
C -0.15 -3.35 -0.35
H -0.13 -1.03 -1.53
H 0.25 -2.42 -3.53
H -1.72 5.49 -1.35
H -3.11 4.34 2.50
H -1.42 4.23 -3.20
H -2.67 3.27 4.36
C 2.71 -1.06 -0.68
C -0.18 2.37 3.70
H 0.71 2.35 3.07
H 1.66 4.59 -2.90
C -2.43 4.19 1.67
C -0.61 2.96 0.63
C -1.51 3.15 1.70
C 2.53 1.14 0.02
C 0.09 3.61 -1.76
C 1.03 4.79 -2.02
C 1.92 -2.35 -0.92
C -1.47 2.21 2.90
H -1.47 -2.32 -3.95
Br 1.90 -0.96 4.19
H 0.01 -3.96 2.95
C -2.28 -3.66 -1.47
H 0.46 5.70 -2.22
C 4.01 -0.87 -1.11
C 2.00 -5.53 0.56

LUMO energy, eV: 1.94
Electronic energy, eV: -112056.8280
Total charge: -1
E_HOMO, eV: -5.30
HOMO-LUMO gap, eV: 7.2

Löwdin population analysis, charges in e, atoms 1 to 6:
1. C -0.064
2. C -0.049
3. H 0.049
4. H 0.068
5. H 0.081
6. C -0.375

=====

# 7
A single C3H4N2O molecule. Source: OMol25; level of theory: ωB97M-V/def2-TZVPD.

CARTESIAN COORDINATES (ANGSTROEM)
H -0.19 0.59 -1.80
C -0.70 0.36 -0.86
N 1.90 -1.07 0.09
H 1.65 0.78 1.05
H -1.80 -0.04 0.95
C -2.26 0.31 -0.85
N -0.12 0.08 0.22
H 2.86 -1.02 0.44
C 1.26 -0.04 0.45
O -2.61 0.05 0.36

LUMO energy, eV: -0.76
Electronic energy, eV: -8199.7197
E_HOMO, eV: -9.10
HOMO-LUMO gap, eV: 8.3

Löwdin population analysis, charges in e, atoms 1 to 6:
1. H 0.110
2. C -0.123
3. N 0.105
4. H 0.121
5. H 0.096
6. C -0.065